1.
The following is a quantum chemistry calculation of a single C22H31N3O3S molecule, from the OMol25 dataset.

Structure (XYZ):
```
60
Properties=species:S:1:pos:R:3
C 1.2860 3.1031 -3.7610
O 1.3121 2.7250 -2.4077
C 0.5833 1.6448 -2.0212
C -0.1898 0.8622 -2.8622
C -0.8902 -0.2312 -2.3733
C -0.8266 -0.5474 -1.0267
C -1.5668 -1.6845 -0.4197
O -1.9628 -1.6794 0.7301
N -1.7420 -2.7559 -1.2379
C -2.5490 -3.8846 -0.8554
C -3.7196 -4.0567 -1.7593
N -4.3762 -5.1435 -1.9307
C -5.4036 -5.0045 -2.8104
C -6.2767 -6.1721 -3.1214
C -5.5353 -3.7562 -3.3485
C -6.5456 -3.2921 -4.3354
S -4.3113 -2.7044 -2.7079
C -0.0716 0.2526 -0.1668
C 0.6399 1.3388 -0.6382
O 1.3996 2.1797 0.1026
C 1.5350 1.9729 1.5024
C 2.5448 0.8687 1.8216
C 2.7456 0.7965 3.3427
N 3.1670 2.0349 3.9484
C 4.5900 2.2926 4.0754
C 5.2629 3.0342 2.9121
C 4.8492 3.0460 5.3853
C 2.2871 3.1262 3.6040
C 2.0268 3.2905 2.0973
H 1.9280 3.9796 -3.8328
H 0.2748 3.3690 -4.0868
H 1.6800 2.3131 -4.4093
H -0.2606 1.0971 -3.9123
H -1.5099 -0.7974 -3.0527
H -1.3841 -2.7293 -2.1786
H -1.9657 -4.8129 -0.8484
H -2.8884 -3.6824 0.1689
H -7.3108 -5.9572 -2.8555
H -5.9333 -7.0323 -2.5554
H -6.2415 -6.4042 -4.1852
H -7.5498 -3.3773 -3.9187
H -6.5044 -3.9044 -5.2367
H -6.3680 -2.2552 -4.6069
H -0.0742 -0.0142 0.8776
H 0.5586 1.7226 1.9419
H 2.1935 -0.0950 1.4501
H 3.4862 1.0998 1.3208
H 1.7864 0.5186 3.7996
H 3.4695 0.0161 3.5852
H 5.0629 1.3074 4.1645
H 4.8729 4.0448 2.8190
H 6.3327 3.0998 3.0986
H 5.1151 2.5097 1.9719
H 5.9147 3.0702 5.5986
H 4.4901 4.0701 5.3257
H 4.3369 2.5477 6.2034
H 1.3247 2.9358 4.0971
H 2.6909 4.0532 4.0103
H 1.2773 4.0665 1.9364
H 2.9339 3.5845 1.5712
```

Properties
ΔE to the lowest compared entry with this formula, charge and spin (kcal per mole): 62.1
SMILES string: COc1ccc(C(=O)NCc2nc(C)c(C)s2)cc1OC1CCN(C(C)C)CC1
HOMO energy (Ha): -0.29581
LUMO level (eV): 0.60

---

2.
The following is a quantum chemistry calculation of a single C22H31N3O3S molecule in a non-equilibrium geometry, from the OMol25 dataset.

Structure (XYZ):
```
60
Properties=species:S:1:pos:R:3
C 2.1820 3.5402 -1.1173
C 1.8329 4.3178 -2.3836
C 0.8247 5.4312 -2.0917
C 0.4890 6.2128 -3.3582
C -0.0666 5.2839 -4.4329
C 0.9282 4.1674 -4.7404
C 1.3099 3.3774 -3.4843
N 0.1927 2.5800 -3.0207
C 0.2626 1.2468 -2.8547
O 1.2429 0.5857 -3.1252
C -1.0097 0.6365 -2.2659
C -0.9997 -0.8900 -2.4182
N -1.6940 -1.5448 -1.3458
C -2.9615 -2.0538 -1.3925
C -3.3286 -2.5371 -0.1735
C -2.2326 -2.3111 0.7035
C -1.9951 -2.5665 2.0527
C -0.7819 -2.1854 2.5724
S -0.4764 -2.5328 4.2947
O 0.8146 -2.0110 4.6643
O -1.6058 -2.1261 5.0811
N -0.4859 -4.2235 4.2532
C 0.7529 -4.7726 3.7165
C 1.4507 -5.5229 4.8680
C 0.6856 -5.0716 6.1134
C -0.7152 -4.8349 5.5523
C 0.2089 -1.5674 1.8107
C 0.0030 -1.3046 0.4738
C -1.2216 -1.6799 -0.0734
H 2.8567 2.7200 -1.3494
H 2.6640 4.1925 -0.3931
H 1.2871 3.1250 -0.6583
H 2.7475 4.7790 -2.7714
H 1.2438 6.1061 -1.3428
H -0.0883 5.0051 -1.6683
H -0.2372 6.9957 -3.1304
H 1.3939 6.6958 -3.7336
H -0.2690 5.8497 -5.3443
H -1.0154 4.8594 -4.0962
H 1.8362 4.6027 -5.1611
H 0.5098 3.4831 -5.4810
H 2.0912 2.6514 -3.7347
H -0.6402 3.0744 -2.7456
H -1.0265 0.8852 -1.2009
H -1.8915 1.0787 -2.7312
H 0.0457 -1.2179 -2.4294
H -1.4572 -1.1814 -3.3658
H -3.5145 -2.0410 -2.3128
H -4.2618 -2.9977 0.0798
H -2.7254 -3.0371 2.6901
H 1.3633 -3.9489 3.3433
H 0.5152 -5.4384 2.8818
H 1.3453 -6.5999 4.7314
H 2.5095 -5.2805 4.9223
H 0.7036 -5.8091 6.9132
H 1.0884 -4.1271 6.4800
H -1.3291 -4.1639 6.1499
H -1.2453 -5.7811 5.4013
H 1.1289 -1.2949 2.3027
H 0.7652 -0.8285 -0.1237
```

Properties
ΔE to the lowest compared entry with this formula, charge and spin (kcal per mole): 43.8
SMILES string: C[C@@H]1CCCC[C@@H]1NC(=O)CCn1ccc2cc(S(=O)(=O)N3CCCC3)ccc21
HOMO energy (Ha): -0.30099
LUMO level (eV): 0.53

---

3.
The following is a quantum chemistry calculation of a molecular structure, C22H31N3O4 in a non-equilibrium geometry, from the OMol25 dataset.

Structure (XYZ):
```
60
Properties=species:S:1:pos:R:3
C -1.5230 -1.8405 -0.7060
N -1.2941 -1.5683 0.7235
C -0.8060 -0.4729 1.1082
O -0.5096 -0.1601 2.2623
C -0.8761 0.9336 0.0983
C 0.1798 2.0801 0.6463
N 0.2362 3.3148 -0.1741
C -1.2138 3.5951 -0.6706
O -1.3054 4.5814 -1.4190
C -2.2903 2.8279 -0.0036
C -2.0055 1.2060 -0.5276
H -2.2836 1.1499 -1.6124
H -3.0152 0.8795 0.2291
H -2.2519 2.8824 1.0043
H -3.3143 3.1938 -0.5262
C 1.4170 3.8770 -0.7025
H 1.1295 4.9891 -0.4988
C 1.6587 3.5244 -2.1409
H 0.6067 3.4011 -2.7055
H 2.4317 4.1659 -2.5800
C 2.0466 2.0428 -2.3952
N 2.0087 1.4870 -3.7342
C 0.9703 0.4452 -3.8812
O 0.4541 -0.0285 -2.9849
C 0.5653 0.1425 -5.4852
H -0.1829 0.7333 -5.6016
C 1.9423 1.1224 -5.8020
H 2.8043 0.0954 -6.0774
H 1.9219 1.5220 -6.8962
C 2.4186 2.0444 -4.7822
H 1.8908 2.8962 -5.1324
H 3.3231 2.1831 -4.7961
H 0.6961 -0.7968 -5.5557
H 3.1618 2.1163 -2.1419
H 1.6538 1.4288 -1.5989
H 2.2173 3.3391 -0.1206
H 1.0161 1.6121 0.7268
H 0.0125 2.2184 1.6882
H -0.1374 0.4402 -0.9021
C -1.3205 -2.5504 1.4505
C -0.0338 -3.2568 2.0076
O -0.0438 -4.2278 2.7599
C -0.3205 -3.8195 4.1170
C -0.5359 -4.8214 5.1068
C -0.6125 -4.7241 6.2843
C -0.4906 -3.4764 7.0609
C -0.2610 -2.3480 6.1508
C -0.2382 -2.5723 4.8425
H -0.1628 -1.8780 3.9325
H -0.0727 -1.3520 6.2530
H -0.5110 -3.3061 7.9490
H -0.7570 -5.6068 7.0867
H -0.7390 -6.1371 4.7578
H 0.6956 -2.5393 2.2522
H 0.2304 -3.8322 1.1207
H -1.5804 -2.1371 2.5552
H -2.3099 -3.1645 1.2338
H -0.9554 -1.1887 -1.5344
H -1.3277 -2.9658 -0.9587
H -2.4072 -1.6997 -0.7601
```

Properties
ΔE to the lowest compared entry with this formula, charge and spin (kcal per mole): 556.0
HOMO energy (Ha): -0.30069
LUMO level (eV): 0.56